95
Properties=species:S:1:pos:R:3:forces:R:3 method="wB97M-V/def2-TZVPD" gap_ev="5.5645 / 5.9922" relative_energy_kj_mol=0.0 e_lumo_ev="2.314 / 2.179" total_charge=-1 multiplicity=5 s2=6.140
Fe 0.9532 -0.1162 1.5418 1.00 0.51 -2.19
S 3.2389 1.6164 -0.4893 0.26 0.61 -1.03
P 1.3662 2.0595 -0.9975 -0.34 -0.71 3.34
C 0.3983 1.3724 0.2764 -2.06 -0.18 -0.65
P -1.3054 0.8739 0.4464 2.97 -0.50 -1.94
S -1.2018 -1.1677 0.8214 -0.16 0.48 -0.45
C -2.0924 1.6269 1.7933 -0.48 -0.18 1.35
C -1.2559 1.9837 3.0424 -1.84 -0.50 -0.74
C -2.1351 2.5613 4.0971 0.53 1.61 0.37
C -3.4443 2.8654 3.9033 1.26 -0.18 -0.05
C -4.1077 2.4083 2.7656 -2.06 -0.31 -0.56
C -3.4651 1.5743 1.8344 -0.22 -0.10 -0.22
C -2.4786 1.1184 -0.9683 0.16 -0.07 -0.66
C -3.2489 2.2486 -1.2495 -1.58 -1.51 -1.51
C -4.2458 2.2112 -2.2730 1.23 0.38 0.78
C -4.3720 1.1492 -3.1346 0.98 -0.53 0.49
C -3.4302 0.1299 -3.0018 0.68 -0.51 0.75
C -2.5260 0.0835 -1.9222 -0.08 0.64 -0.80
C 1.0083 1.4638 -2.6275 -0.02 0.10 -0.27
C 0.3427 2.2199 -3.5493 -0.93 -1.35 -2.00
C 0.1846 1.6610 -4.8660 -0.95 1.76 -0.51
C 0.8001 0.5051 -5.2629 0.94 -0.94 0.39
C 1.5691 -0.1736 -4.2927 0.17 -0.45 -1.26
C 1.5702 0.2440 -2.9998 0.34 0.36 -0.31
C 1.0360 3.8582 -1.0686 0.05 1.30 -0.58
C 1.5670 4.6802 -2.0890 -0.24 1.54 0.82
C 1.4254 6.0966 -1.9695 0.89 -0.83 -1.39
C 0.6568 6.6752 -0.9693 -0.09 -0.02 -0.83
C -0.0931 5.8686 -0.1569 0.99 -2.22 0.39
C 0.2254 4.4935 -0.1060 0.09 -0.01 -1.00
H -0.3540 2.4958 2.7175 0.06 0.42 0.30
H -1.6759 2.7591 5.0768 -0.20 0.01 -0.60
H -3.9397 3.3628 4.6983 -0.70 0.40 0.46
H -5.1747 2.6725 2.5941 0.76 -0.43 0.34
H -4.0498 0.8724 1.1619 0.73 1.47 0.50
H -3.2628 3.1492 -0.7245 0.46 1.09 1.32
H -4.8479 3.0888 -2.4161 -0.29 0.27 0.08
H -5.1149 1.1214 -3.9026 -0.30 0.05 -0.38
H -3.3483 -0.6746 -3.7178 -0.24 -0.07 -0.17
H -1.7352 -0.6738 -1.9019 -0.61 -0.01 0.21
H -0.1592 3.1341 -3.2797 0.08 0.18 -0.11
H -0.3958 2.2254 -5.6401 0.44 -0.43 0.91
H 0.7965 0.0454 -6.2677 -0.31 0.82 0.46
H 2.2769 -0.9550 -4.6255 -0.79 0.09 0.38
H 2.1667 -0.2807 -2.3083 0.60 -0.46 0.94
H 2.1170 4.2941 -2.9448 -0.04 -0.12 0.31
H 1.8885 6.7528 -2.7646 -0.41 -0.80 1.11
H 0.6142 7.7388 -0.8907 -0.27 0.61 -0.12
H -0.8983 6.1662 0.4621 -0.31 0.81 0.78
H -0.1756 3.8628 0.6648 -0.41 -0.22 0.21
C -1.3285 -4.2297 -2.1149 -1.38 1.05 -0.31
C -0.0066 -5.0017 -2.2545 -0.16 -0.13 1.20
C 0.5673 -4.8481 -3.6544 -1.87 0.37 -0.67
C -0.3889 -6.4691 -2.0217 -0.52 -0.12 0.54
C 1.0185 -4.5433 -1.1781 0.76 0.05 -1.52
C 2.0658 -5.3912 -0.8219 0.28 -0.43 1.35
C 3.0396 -5.0943 0.1665 -1.13 -0.80 -0.92
C 2.9760 -3.8668 0.7487 -1.14 1.42 -0.95
S 4.2119 -3.1818 1.7919 -1.98 1.25 -0.43
C 3.2433 -1.6761 1.7054 -0.56 0.78 -0.32
N 2.1507 -1.6839 0.9268 1.60 -0.22 1.07
C 1.9540 -2.8930 0.2947 2.13 -1.57 -0.04
C 1.0954 -3.2159 -0.7895 0.71 -0.09 2.32
C 3.5857 -0.4073 2.3707 -0.46 -0.16 0.63
C 4.6748 -0.1768 3.2210 0.87 0.06 -0.02
C 4.9043 1.1171 3.6648 0.87 -0.26 1.47
C 4.0113 2.1653 3.4256 2.06 -1.30 0.42
C 2.9372 1.8827 2.7011 -2.67 1.52 -1.04
C 2.6604 0.6390 2.2116 -0.81 -2.10 -0.76
H -2.0853 -4.6457 -2.8872 1.17 0.85 1.14
H -1.1877 -3.1209 -2.2752 -0.23 -1.12 -0.19
H -1.8396 -4.2585 -1.0987 0.89 -0.39 -1.08
H -0.2306 -5.2305 -4.3613 0.93 0.44 0.45
H 1.4504 -5.4310 -3.7933 0.72 -0.35 -0.05
H 0.7542 -3.7915 -3.8834 0.08 -0.23 -0.03
H -1.2983 -6.7021 -2.6175 0.69 -0.06 0.20
H -0.6644 -6.5970 -0.9538 0.16 -0.07 -0.55
H 0.4200 -7.1648 -2.2555 -0.17 -0.03 -0.09
H 2.0919 -6.3613 -1.2705 0.04 -0.54 -0.07
H 3.7477 -5.8327 0.5351 0.03 0.04 -0.49
H 0.4824 -2.4643 -1.2149 -0.62 0.63 0.00
H 5.3550 -0.9765 3.5576 -0.28 0.33 -0.41
H 5.7351 1.3335 4.3623 -0.32 -0.39 -0.56
H 4.2266 3.1204 3.8088 0.13 1.13 0.36
H 2.2433 2.6872 2.4438 -0.06 -0.23 0.16
N -1.0993 -2.0423 4.4668 0.83 -0.47 -0.86
C -1.5709 -0.9818 5.1141 -1.16 1.71 -0.28
N -2.2646 -1.3012 6.2795 0.42 0.30 0.12
N -1.5636 0.2834 4.7167 -0.55 -2.22 1.57
C -0.8284 0.6344 3.6078 1.67 -0.18 -0.13
N 0.1418 0.0096 3.1180 -0.55 -0.57 1.93
H -1.1141 -2.9144 4.9433 0.06 -0.50 0.05
H -0.5024 -1.9181 3.6410 -0.31 0.34 0.56
H -2.5944 -2.2367 6.4587 0.12 0.13 -0.34
H -2.8444 -0.5716 6.6441 -0.05 0.23 -0.04


96
Properties=species:S:1:pos:R:3:forces:R:3 method="wB97M-V/def2-TZVPD" gap_ev="5.5008 / 7.1155" relative_energy_kj_mol=0.0 e_lumo_ev="2.571 / 2.536" total_charge=-1 multiplicity=5 s2=6.049
Cr 1.2457 0.4793 0.8491 -1.32 0.42 0.22
C 2.4498 0.5100 4.9547 -0.09 -0.08 -0.09
C 2.5525 0.4372 3.4460 0.28 0.02 -0.05
O 1.4530 0.4857 2.7997 -0.14 0.14 0.28
C 3.8159 0.3691 2.8838 -0.06 -0.07 0.31
C 4.1131 0.4211 1.5085 -0.24 0.02 -0.56
C 5.5449 0.4807 1.0614 -0.05 -0.04 0.05
N 3.1709 0.4788 0.5942 0.61 0.07 0.67
N 3.5719 0.5628 -0.7140 0.17 -0.04 -0.96
C 2.5497 0.7932 -1.4918 0.35 -0.09 1.18
O 1.3501 0.9644 -1.0120 -0.12 0.41 -0.73
C 2.7755 0.8188 -2.9458 -0.05 0.00 -0.46
C 4.0696 0.7529 -3.4684 -0.17 0.04 0.12
C 4.2671 0.7345 -4.8366 0.04 0.02 -0.03
C 3.1797 0.7718 -5.7020 -0.02 -0.02 -0.01
C 1.8926 0.8245 -5.1878 0.02 0.03 -0.13
C 1.6895 0.8546 -3.8179 0.07 0.04 0.22
H 1.4043 0.4702 5.2563 0.00 -0.02 -0.01
H 2.8934 1.4393 5.3162 0.00 0.02 -0.01
H 2.9876 -0.3216 5.4106 0.00 0.01 0.05
H 4.6546 0.3350 3.5663 0.01 0.01 -0.01
H 6.2207 0.4314 1.9126 -0.01 -0.02 0.02
H 5.7072 1.4103 0.5147 0.04 -0.02 -0.02
H 5.7492 -0.3361 0.3694 0.05 0.02 -0.02
H 4.8952 0.7147 -2.7719 0.05 0.00 -0.03
H 5.2741 0.6906 -5.2338 0.00 -0.01 -0.01
H 3.3386 0.7541 -6.7733 -0.01 -0.01 -0.01
H 1.0417 0.8373 -5.8581 -0.01 0.00 0.01
H 0.6913 0.8838 -3.4031 0.04 0.02 -0.01
N 0.1701 3.7339 2.6505 -0.32 -0.18 -0.13
C 0.9288 3.7707 1.5301 0.46 0.77 0.36
N 0.3405 4.2621 0.4283 -0.54 -0.15 -0.31
S 2.5615 3.4538 1.5736 0.17 -0.19 -0.01
H -0.8303 3.6583 2.5333 -0.04 -0.07 0.06
H 0.5552 3.1914 3.4049 0.04 -0.06 -0.01
H -0.6648 4.1862 0.3504 -0.05 -0.05 -0.12
H 0.8537 4.1504 -0.4302 0.03 -0.05 0.02
N 1.2107 -1.3416 0.5042 0.25 -1.15 0.15
C 1.0690 -2.1889 -0.4130 -0.13 0.32 0.05
C 0.3987 -1.9731 -1.7384 -0.15 -0.06 -0.27
C 0.6333 -2.8290 -2.8169 0.04 0.08 0.13
C -0.0888 -2.7037 -3.9937 -0.02 -0.01 -0.14
C -1.0561 -1.7179 -4.1188 0.05 0.04 0.01
C -1.2818 -0.8446 -3.0631 -0.10 -0.03 -0.05
C -0.5604 -0.9716 -1.8890 -0.03 -0.12 0.11
C 1.5151 -3.6076 -0.1578 -0.02 -0.08 0.04
C 2.8545 -3.9658 -0.2557 -0.05 0.07 -0.04
C 3.2476 -5.2770 -0.0270 0.09 -0.02 -0.01
C 2.3128 -6.2378 0.3294 -0.03 -0.02 0.03
C 0.9768 -5.8810 0.4491 -0.02 -0.01 -0.02
C 0.5814 -4.5777 0.1914 0.00 0.03 -0.01
H 1.3927 -3.5961 -2.7319 -0.05 -0.07 0.02
H 0.0894 -3.3901 -4.8129 0.06 0.02 -0.01
H -1.6276 -1.6232 -5.0343 -0.01 -0.03 0.00
H -2.0345 -0.0694 -3.1546 0.01 0.01 0.05
H -0.7361 -0.2988 -1.0632 -0.02 -0.05 0.04
H 3.5834 -3.2093 -0.5224 0.01 0.02 0.01
H 4.2909 -5.5501 -0.1295 0.01 0.01 0.03
H 2.6185 -7.2596 0.5168 0.03 0.00 0.00
H 0.2396 -6.6205 0.7380 0.00 -0.01 0.00
H -0.4631 -4.3016 0.2694 0.16 -0.01 0.01
O -0.7672 0.8024 1.0956 1.19 -0.16 -0.11
As -2.4216 0.8801 0.8962 -1.08 0.22 0.22
C -3.1879 -1.0120 0.8430 0.30 0.10 -0.31
C -2.3857 -2.1351 0.6611 0.04 0.12 0.23
C -2.9492 -3.3252 0.2230 -0.06 -0.14 0.00
C -4.3104 -3.4103 -0.0295 -0.06 0.04 -0.04
C -5.1160 -2.2907 0.1472 -0.05 -0.03 0.00
C -4.5488 -1.0943 0.5496 0.14 0.12 0.21
C -2.6817 2.6326 -0.3392 -0.04 -0.43 -0.09
C -3.8458 3.4110 -0.3265 0.21 0.02 0.22
C -4.2660 4.0760 -1.4697 -0.04 0.07 -0.07
C -3.5620 3.9510 -2.6599 -0.06 -0.07 -0.08
C -2.4411 3.1237 -2.7084 -0.02 0.05 -0.01
C -2.0272 2.4538 -1.5733 0.30 0.18 0.40
C -2.9869 1.3677 2.7211 0.12 0.04 -0.10
C -4.3062 1.6079 3.0914 0.08 0.00 -0.21
C -4.6174 1.9315 4.4038 -0.11 0.04 0.03
C -3.6125 2.0419 5.3540 0.03 0.00 0.03
C -2.2956 1.7859 4.9971 -0.11 0.01 0.02
C -1.9902 1.4319 3.6909 0.16 -0.06 -0.10
H -1.3274 -2.0675 0.8875 0.06 -0.03 -0.09
H -2.3288 -4.2002 0.0669 -0.10 0.04 0.01
H -4.7417 -4.3380 -0.3842 0.00 -0.02 0.02
H -6.1794 -2.3455 -0.0541 0.00 -0.01 -0.01
H -5.1583 -0.1986 0.6403 -0.09 -0.06 -0.07
H -4.4084 3.5288 0.5955 -0.03 0.00 0.00
H -5.1502 4.7028 -1.4324 0.00 0.01 0.01
H -3.8947 4.4713 -3.5490 -0.01 0.02 0.00
H -1.8906 3.0006 -3.6343 -0.01 0.02 -0.02
H -1.1484 1.8109 -1.6014 -0.01 0.07 -0.10
H -5.0927 1.5344 2.3482 -0.05 0.03 0.05
H -5.6488 2.1003 4.6889 0.00 0.03 -0.02
H -3.8573 2.3198 6.3717 -0.01 -0.02 0.01
H -1.5100 1.8561 5.7397 0.02 -0.04 0.00
H -0.9743 1.1763 3.4053 0.03 0.05 -0.02